No. 1
{"formula": "C2H2Br3N", "method": "ωB97M-V/def2-TZVPD", "elements": ["C", "C", "N", "Br", "Br", "Br", "H", "H"], "positions_angstrom": [[-1.04248, 0.03979, -0.33524], [1.13895, 0.05249, -0.04356], [-1.52346, -0.06687, 0.77107], [1.75229, -1.39452, -0.92172], [1.26523, -0.00512, 1.87410], [1.80184, 1.79144, -0.80205], [-0.94454, -0.09973, -1.31591], [-2.44784, -0.31749, 0.77332]], "forces_ev_per_angstrom": [[4.754, 0.017, 4.660], [-3.496, 2.921, 0.730], [1.842, 0.675, -0.786], [0.834, -1.701, -1.031], [0.309, 0.045, -0.518], [-0.242, -0.993, 0.464], [-0.637, -0.342, -3.951], [-3.364, -0.622, 0.431]], "relative_energy_ev": 2.559, "e_lumo_ev": 0.2, "homo_lumo_gap_ha": 0.3226, "total_energy_ha": -7854.0711, "spin_multiplicity": 1, "charge": 0}

No. 2
{"formula": "C5H8O2", "method": "ωB97M-V/def2-TZVPD", "elements": ["O", "C", "C", "C", "C", "C", "O", "H", "H", "H", "H", "H", "H", "H", "H"], "positions_angstrom": [[-0.50478, -2.00478, -1.14564], [0.34143, -0.87847, -1.04311], [-0.40491, 0.16641, -0.21044], [-0.71403, -0.31261, 1.20892], [1.19579, 1.88162, 0.95882], [0.42956, 1.40270, -0.10326], [0.76288, 2.22359, -0.97772], [-0.02481, -2.70362, -1.60493], [0.57365, -0.45204, -2.02976], [1.29218, -1.12927, -0.54687], [-1.32100, 0.41867, -0.75873], [-1.55280, 0.24101, 1.64120], [-0.95434, -1.37663, 1.21788], [0.16223, -0.15719, 1.85500], [0.71894, 2.68060, 1.53863]], "forces_ev_per_angstrom": [[0.078, -0.250, -0.150], [0.267, 0.336, 0.034], [-0.050, 0.054, 0.009], [-0.032, -0.045, 0.095], [-0.092, 0.074, -0.192], [0.103, 0.056, -0.040], [-0.082, -0.135, 0.277], [-0.124, 0.075, 0.063], [-0.050, -0.085, 0.159], [-0.151, -0.004, -0.050], [0.111, -0.007, 0.077], [0.117, -0.087, -0.060], [-0.025, 0.126, -0.011], [-0.126, -0.105, -0.075], [0.057, -0.003, -0.134]], "relative_energy_ev": 4.327, "e_lumo_ev": -0.3, "homo_lumo_gap_ha": 0.3345, "total_energy_ha": -345.6460, "spin_multiplicity": 1, "charge": 0}

No. 3
{"formula": "CH2Cl2S2", "method": "ωB97M-V/def2-TZVPD", "elements": ["S", "C", "Cl", "Cl", "S", "H", "H"], "positions_angstrom": [[2.11949, -1.31470, -0.56736], [1.81447, 0.24324, -0.12239], [1.58345, 1.56047, -1.16381], [1.74611, 0.66476, 1.52182], [-1.76910, -0.44383, 0.17868], [-2.62809, 0.35670, -0.61688], [-2.86634, -1.06666, 0.76993]], "forces_ev_per_angstrom": [[-0.414, 1.855, 0.139], [0.624, -2.467, -0.300], [-0.103, 0.226, -0.329], [-0.105, 0.380, 0.505], [-2.126, 0.422, -0.471], [1.090, -0.956, 0.953], [1.034, 0.541, -0.497]], "relative_energy_ev": 0.544, "smiles": "S=C(Cl)Cl.S", "e_lumo_ev": -0.9, "homo_lumo_gap_ha": 0.3130, "total_energy_ha": -1756.0208, "spin_multiplicity": 1, "charge": 0}

No. 4
{"formula": "C3H9NOSi", "method": "ωB97M-V/def2-TZVPD", "elements": ["C", "C", "C", "N", "O", "Si", "H", "H", "H", "H", "H", "H", "H", "H", "H"], "positions_angstrom": [[1.65554, 1.73147, 0.76164], [1.98313, 0.42424, 0.76234], [-2.15102, 0.49484, 0.96416], [0.90016, -2.16724, -0.27556], [-1.84099, -0.52070, 0.08720], [0.92095, -0.47990, -0.44333], [2.23989, 2.46393, 1.30247], [1.00279, 2.15569, -0.08926], [2.59826, 0.07910, 1.56704], [-1.86647, 1.42482, 0.58538], [-1.68114, 0.22411, 1.96750], [-3.27946, 0.49755, 1.19385], [1.58660, -2.70379, -0.75920], [0.10329, -2.61620, -0.00491], [1.27741, 0.16542, -1.75260]], "forces_ev_per_angstrom": [[0.321, 0.270, -2.288], [-1.795, 1.250, 0.114], [-1.072, -2.569, 2.198], [2.246, 2.145, -0.889], [2.480, -0.233, -1.210], [-1.350, -0.587, 0.620], [-0.417, 0.133, 0.470], [0.837, -0.574, 1.552], [0.368, -0.525, 0.135], [0.423, 1.926, -0.210], [-0.354, 1.042, -0.706], [1.224, 0.078, -0.524], [0.140, -0.584, -0.211], [-2.420, -1.455, 0.697], [-0.631, -0.319, 0.252]], "relative_energy_ev": 3.978, "e_lumo_ev": [-0.9, -0.9], "homo_lumo_gap_ha": [0.2746, 0.2560], "total_energy_ha": -539.0545, "spin_multiplicity": 1, "charge": 0}